[1]
16
Properties=species:S:1:pos:R:3 method="wB97M-V/def2-TZVPD" lumo_ev=0.3 total_energy_ev=-16663.969 homo_lumo_gap_ha=0.3581 e_homo_ha=-0.34883 relative_energy_kj_mol=281.79
C -0.488 1.241 -0.431
C 0.884 1.817 -0.331
C -0.816 -0.093 1.783
C -0.544 -0.096 0.331
C 0.155 -1.152 -0.456
O -1.761 -0.426 0.912
P 2.057 1.797 -1.491
H -1.192 1.880 -0.071
H -0.745 1.151 -1.490
H 0.976 2.397 0.616
H -1.046 0.814 2.478
H -0.517 -0.993 2.405
H 0.368 -0.775 -1.400
H -0.332 -2.123 -0.522
H 1.195 -1.414 -0.018
H 1.279 1.080 -2.507

=====

[2]
68
Properties=species:S:1:pos:R:3 method="wB97M-V/def2-TZVPD" lumo_ev=-3.6 charge=+1 total_energy_ev=-48492.267 homo_lumo_gap_ha=0.3095 e_homo_ha=-0.44150
C 2.500 1.146 2.776
O 2.007 2.545 2.562
C 0.543 2.399 2.488
C -0.276 3.825 2.791
C -1.870 3.353 2.978
C -2.930 4.599 2.852
C -4.448 4.261 3.414
C -4.858 2.676 3.338
C -4.778 2.043 1.792
N -4.605 0.532 2.003
P -4.334 -0.358 0.481
O -5.605 -0.331 -0.480
C -5.707 -0.041 2.865
C -6.187 0.911 4.110
O -6.209 2.354 3.825
H 2.419 0.828 3.910
H 3.595 0.981 2.398
H 1.773 0.443 2.154
H 0.186 1.981 1.440
H 0.155 1.614 3.293
H 0.124 4.349 3.759
H -0.167 4.578 1.889
H -2.027 2.488 2.205
H -1.950 2.867 4.056
H -2.510 5.461 3.563
H -2.956 5.091 1.769
H -4.423 4.541 4.575
H -5.273 4.990 2.953
H -4.105 2.040 4.010
H -5.845 2.174 1.276
H -3.931 2.526 1.145
H -3.706 0.441 2.565
H -3.172 0.094 -0.251
H -4.107 -1.767 0.794
H -5.258 -1.030 3.359
H -6.627 -0.419 2.216
H -5.605 0.730 5.122
H -7.317 0.605 4.344
C 0.007 -2.963 -2.994
C 0.978 -1.891 -2.533
O 1.147 -1.939 -1.110
C 1.986 -2.902 -0.652
O 2.601 -3.705 -1.335
O 2.003 -2.835 0.703
C 2.786 -3.854 1.322
H -0.937 -2.891 -2.443
H -0.198 -2.865 -4.064
H 0.407 -3.965 -2.810
H 0.569 -0.903 -2.769
H 1.944 -1.972 -3.044
H 3.799 -3.884 0.908
H 2.292 -4.824 1.206
H 2.858 -3.626 2.390
C 6.521 -3.487 -3.876
C 5.094 -3.018 -4.096
O 5.075 -1.703 -4.667
C 5.305 -1.641 -6.002
O 5.514 -2.590 -6.742
O 5.291 -0.336 -6.371
C 5.605 -0.119 -7.746
H 7.083 -2.752 -3.290
H 6.537 -4.447 -3.352
H 7.050 -3.605 -4.828
H 4.581 -2.952 -3.131
H 4.527 -3.722 -4.716
H 4.973 -0.729 -8.399
H 6.664 -0.334 -7.922
H 5.422 0.934 -7.975

=====

[3]
20
Properties=species:S:1:pos:R:3 method="wB97M-V/def2-TZVPD" lumo_ev=1.1 total_energy_ev=-7922.026 homo_lumo_gap_ha=0.3653 e_homo_ha=-0.32524 relative_energy_kj_mol=77.84
C -1.067 1.491 0.452
C 0.249 1.150 -0.275
C 0.419 -0.364 -0.399
C 1.259 -1.050 0.392
C 1.248 -2.546 0.400
C -0.572 -0.929 -1.394
N -1.122 2.911 0.755
H -0.990 0.901 1.370
H -1.939 1.225 -0.142
H 0.420 1.638 -1.231
H 1.019 1.464 0.437
H 1.858 -0.394 1.012
H 0.975 -2.878 1.405
H 2.194 -2.980 0.070
H 0.484 -2.931 -0.271
H -1.515 -1.143 -0.889
H -0.335 -1.840 -1.957
H -0.603 -0.214 -2.222
H -1.739 3.149 1.499
H -0.242 3.338 0.985

=====

[4]
35
Properties=species:S:1:pos:R:3 method="wB97M-V/def2-TZVPD" lumo_ev=0.2 total_energy_ev=-32691.072 homo_lumo_gap_ha=0.3422 smiles="CCN[C@]1(COCC)C(=O)OC[C@@H]1P(=O)(O)O" e_homo_ha=-0.33501 relative_energy_kj_mol=0.00
C 3.900 -0.870 0.953
C 2.635 -0.076 0.646
N 1.658 -0.967 0.037
C 0.326 -0.494 -0.402
C -0.755 -1.306 0.308
O -1.922 -1.330 -0.488
C -3.124 -1.422 0.252
C -4.298 -1.166 -0.672
C 0.339 -0.718 -1.924
O 0.203 -1.743 -2.520
O 0.672 0.437 -2.559
C 0.728 1.541 -1.646
C 0.038 1.015 -0.386
P 0.082 1.982 1.135
O -0.109 1.219 2.380
O 1.442 2.815 1.074
O -1.024 3.123 0.892
H 3.687 -1.652 1.687
H 4.280 -1.363 0.051
H 4.687 -0.221 1.338
H 2.219 0.271 1.594
H 2.906 0.784 0.025
H 2.077 -1.545 -0.678
H -0.965 -0.847 1.279
H -0.354 -2.311 0.476
H -3.124 -0.685 1.069
H -3.212 -2.418 0.708
H -4.324 -1.894 -1.483
H -4.239 -0.155 -1.082
H -5.226 -1.239 -0.099
H 1.756 1.860 -1.483
H 0.170 2.356 -2.113
H -1.037 1.045 -0.634
H 1.636 3.152 1.962
H -1.728 2.820 0.305

=====

[5]
26
Properties=species:S:1:pos:R:3 method="wB97M-V/def2-TZVPD" lumo_ev=-2.7 charge=+1 total_energy_ev=-13453.921 homo_lumo_gap_ha=0.4138 e_homo_ha=-0.51184 relative_energy_kj_mol=229.92
C 2.590 -1.089 1.630
C 0.943 -0.430 0.410
C -0.861 -0.821 -1.607
C -1.745 0.455 0.377
C 0.553 -0.845 2.901
C 0.074 1.563 -1.068
C -0.536 0.294 -0.569
N 3.055 -0.939 0.413
N 2.061 -0.515 -0.294
N 1.297 -0.673 1.664
N 1.350 1.292 -1.704
H 3.085 -1.467 2.560
H -1.909 -1.067 -1.483
H -0.261 -1.628 -1.433
H -0.660 -0.307 -2.544
H -1.545 1.329 0.917
H -1.927 -0.445 0.950
H -2.600 0.589 -0.330
H -0.395 -0.304 2.682
H 0.380 -1.883 3.116
H 1.115 -0.383 3.677
H 0.459 2.255 -0.147
H -0.643 2.131 -1.624
H 1.145 0.987 -2.720
H 2.266 -0.181 -1.274
H 1.887 2.230 -1.838